{
  "formula": "CH2O4S",
  "method": "the ωB97M-V functional and the def2-TZVPD basis",
  "homo_ev": -10.94,
  "largest_force_ev_per_a": 2.05,
  "total_charge": 0,
  "orbital_gap_ev": 11.4,
  "molar_mass_g_mol": 110.090,
  "e_tot_ev": -20093.9131,
  "species": ["C", "O", "O", "O", "O", "S", "H", "H"],
  "coordinates": [[-0.425, 0.725, -0.055], [1.609, -1.348, -0.384], [0.700, 1.046, -0.636], [2.529, 0.430, 1.072], [-0.619, -0.217, 0.662], [2.230, 0.145, -0.290], [-1.223, 1.451, -0.316], [0.923, -1.510, 0.285]],
  "nbo_charge": [0.6608, -0.8912, -0.6991, -0.8750, -0.6149, 1.7648, 0.1232, 0.5316]
}



{
  "formula": "C8H11Cl2NO5S3W",
  "method": "the ωB97M-V functional and the def2-TZVPD basis",
  "homo_ev": -15.72,
  "largest_force_ev_per_a": 0.68,
  "total_charge": 2,
  "orbital_gap_ev": 5.9,
  "molar_mass_g_mol": 552.125,
  "e_tot_ev": -79561.6203,
  "species": ["W", "O", "C", "C", "N", "C", "C", "O", "O", "C", "C", "O", "O", "H", "H", "H", "H", "H", "H", "H", "H", "H", "Cl", "C", "Cl", "H", "H", "S", "C", "S", "S"],
  "coordinates": [[-0.016, -0.200, -0.008], [2.011, 0.618, -0.012], [2.144, 2.049, 0.298], [1.237, 2.355, 1.463], [-0.133, 1.808, 1.200], [-0.754, 1.375, 2.486], [-0.018, 0.127, 2.926], [0.222, -0.221, 4.021], [0.391, -0.577, 1.799], [-1.009, 2.753, 0.484], [-2.051, 1.946, -0.258], [-3.167, 2.200, -0.489], [-1.440, 0.747, -0.712], [2.738, 0.074, 0.330], [1.871, 2.574, -0.615], [3.186, 2.262, 0.527], [1.186, 3.432, 1.635], [1.623, 1.893, 2.371], [-1.806, 1.121, 2.323], [-0.694, 2.151, 3.249], [-0.429, 3.305, -0.260], [-1.491, 3.463, 1.155], [-1.183, -1.023, -3.648], [-0.136, 0.313, -4.026], [0.878, 0.827, -2.590], [-0.713, 1.182, -4.315], [0.593, 0.024, -4.775], [0.087, -4.627, 0.018], [0.036, -3.085, -0.296], [1.277, -1.992, -0.904], [-1.399, -2.003, -0.129]],
  "nbo_charge": [1.6303, -0.7210, -0.0917, -0.2654, -0.4451, -0.3548, 0.7586, -0.3963, -0.6914, -0.3534, 0.7692, -0.3754, -0.6838, 0.5609, 0.2221, 0.2619, 0.2628, 0.2449, 0.2641, 0.2754, 0.2642, 0.2783, 0.0626, -0.3563, 0.0109, 0.2536, 0.2632, 0.4258, -0.5983, 0.1831, 0.3410]
}



{
  "formula": "C12H48N24O12",
  "method": "the ωB97M-V functional and the def2-TZVPD basis",
  "homo_ev": -9.38,
  "largest_force_ev_per_a": 11.23,
  "total_charge": 0,
  "orbital_gap_ev": 9.4,
  "molar_mass_g_mol": 720.672,
  "e_tot_ev": -73558.0144,
  "species": ["N", "C", "N", "O", "H", "H", "H", "H", "N", "C", "N", "O", "H", "H", "H", "H", "N", "C", "N", "O", "H", "H", "H", "H", "N", "C", "N", "O", "H", "H", "H", "H", "N", "C", "N", "O", "H", "H", "H", "H", "N", "C", "N", "O", "H", "H", "H", "H", "N", "C", "N", "O", "H", "H", "H", "H", "N", "C", "N", "O", "H", "H", "H", "H", "N", "C", "N", "O", "H", "H", "H", "H", "N", "C", "N", "O", "H", "H", "H", "H", "N", "C", "N", "O", "H", "H", "H", "H", "N", "C", "N", "O", "H", "H", "H", "H"],
  "coordinates": [[3.192, -0.941, -5.271], [2.750, -1.880, -6.028], [3.505, -1.929, -7.104], [1.849, -2.635, -5.767], [4.117, -0.535, -5.252], [2.538, -0.758, -4.524], [4.298, -1.308, -7.174], [3.442, -2.787, -7.634], [0.741, 4.569, 3.226], [1.699, 5.336, 3.579], [2.553, 5.488, 2.627], [1.842, 5.854, 4.647], [0.171, 4.254, 3.998], [0.496, 4.177, 2.328], [3.406, 5.742, 3.104], [2.452, 4.850, 1.850], [2.945, 0.245, 8.179], [3.447, 0.067, 7.023], [4.714, -0.232, 7.148], [2.855, 0.146, 5.952], [3.695, 0.570, 8.772], [1.953, 0.413, 8.275], [5.258, -0.431, 7.975], [5.248, -0.588, 6.368], [7.076, -4.916, 2.073], [6.973, -3.637, 2.195], [5.787, -3.186, 2.429], [7.999, -2.958, 2.103], [7.929, -5.344, 1.742], [6.285, -5.524, 2.229], [5.610, -2.191, 2.436], [4.979, -3.778, 2.300], [-5.617, -4.513, -1.643], [-4.796, -5.464, -2.030], [-5.403, -6.611, -2.140], [-3.632, -5.341, -2.358], [-5.185, -3.610, -1.509], [-6.560, -4.816, -1.445], [-5.977, -6.921, -1.369], [-4.833, -7.202, -2.728], [-2.754, -4.447, 3.657], [-3.146, -3.363, 4.312], [-2.251, -2.817, 4.936], [-4.277, -2.993, 4.280], [-1.827, -4.836, 3.564], [-3.465, -4.845, 3.060], [-1.359, -3.251, 5.126], [-2.290, -1.814, 5.041], [0.190, -0.836, 0.276], [-0.365, -0.056, -0.586], [-0.996, -0.803, -1.443], [-0.119, 1.117, -0.734], [-0.084, -1.805, 0.341], [0.761, -0.377, 0.972], [-1.179, -0.365, -2.334], [-0.994, -1.796, -1.260], [4.193, 4.944, -2.742], [5.498, 5.012, -2.996], [5.897, 6.263, -2.852], [6.236, 4.156, -3.356], [3.744, 5.781, -2.399], [3.913, 3.984, -2.602], [6.856, 6.572, -2.783], [5.154, 6.842, -2.489], [-5.455, 2.558, 2.094], [-5.895, 3.701, 1.713], [-6.230, 4.347, 2.711], [-6.008, 4.134, 0.555], [-5.191, 1.907, 1.368], [-5.536, 2.327, 3.074], [-6.708, 5.155, 2.339], [-6.439, 4.135, 3.676], [-7.130, 0.808, -4.854], [-6.630, -0.145, -5.550], [-7.613, -0.971, -5.950], [-5.466, -0.301, -5.932], [-6.582, 1.585, -4.514], [-8.104, 0.784, -4.589], [-8.496, -0.847, -5.477], [-7.555, -1.678, -6.669], [-1.659, 8.750, -1.567], [-1.063, 7.675, -1.444], [-1.908, 6.673, -1.309], [0.141, 7.553, -1.421], [-2.622, 8.739, -1.870], [-1.109, 9.538, -1.879], [-1.628, 5.719, -1.131], [-2.898, 6.800, -1.463], [3.101, -5.537, -1.447], [2.405, -6.146, -0.536], [2.325, -7.399, -0.669], [2.010, -5.508, 0.496], [3.086, -4.528, -1.476], [3.342, -6.075, -2.267], [2.629, -7.770, -1.558], [1.750, -7.924, -0.026]],
  "mulliken_charge": [-0.3815, 0.6249, -0.4042, -0.6488, 0.1916, 0.2091, 0.1781, 0.2285, -0.3768, 0.6453, -0.4186, -0.6676, 0.2054, 0.1756, 0.2394, 0.1999, -0.3714, 0.6044, -0.4062, -0.6611, 0.2125, 0.2306, 0.1822, 0.2063, -0.3744, 0.6489, -0.3595, -0.6947, 0.2121, 0.1647, 0.2299, 0.1741, -0.4040, 0.6495, -0.4799, -0.6491, 0.2388, 0.1931, 0.2228, 0.2292, -0.4161, 0.6093, -0.3172, -0.6523, 0.1679, 0.2074, 0.1892, 0.2129, -0.3835, 0.6980, -0.3850, -0.6807, 0.1685, 0.1959, 0.2240, 0.1633, -0.3708, 0.6228, -0.3655, -0.6162, 0.1798, 0.2119, 0.2135, 0.1258, -0.3666, 0.6415, -0.3861, -0.7098, 0.2105, 0.1657, 0.2336, 0.2109, -0.3303, 0.6613, -0.3670, -0.6517, 0.2070, 0.1506, 0.1355, 0.1946, -0.3600, 0.5980, -0.3459, -0.6658, 0.1976, 0.2485, 0.1904, 0.1351, -0.3786, 0.6749, -0.3553, -0.7320, 0.2258, 0.1579, 0.1681, 0.2388]
}



{
  "formula": "C41H49IrN2O6PS3",
  "method": "the ωB97M-V functional and the def2-TZVPD basis",
  "homo_ev": [-13.03, -13.29],
  "largest_force_ev_per_a": 5.12,
  "total_charge": 2,
  "s_squared": 0.80,
  "spin_multiplicity": 2,
  "orbital_gap_ev": [6.5, 5.5],
  "molar_mass_g_mol": 985.243,
  "e_tot_ev": -103195.7975,
  "species": ["Ir", "C", "C", "N", "C", "C", "C", "S", "N", "C", "O", "C", "C", "C", "C", "C", "C", "H", "H", "H", "H", "H", "H", "H", "H", "H", "H", "H", "H", "H", "H", "H", "O", "S", "C", "C", "C", "C", "S", "O", "C", "C", "C", "C", "C", "C", "C", "C", "C", "C", "C", "C", "H", "H", "H", "H", "H", "H", "H", "H", "H", "H", "H", "H", "H", "H", "H", "H", "H", "H", "C", "C", "C", "C", "C", "C", "C", "C", "C", "C", "H", "H", "H", "H", "H", "H", "H", "C", "O", "P", "O", "C", "O", "C", "H", "H", "H", "H", "H", "H", "H", "H", "H"],
  "coordinates": [[0.359, -0.096, -0.280], [-5.094, -2.042, 2.059], [-3.893, -1.635, 2.908], [-3.563, -0.233, 2.757], [-4.192, 0.702, 3.676], [-3.298, 0.968, 4.882], [-2.696, 0.211, 1.859], [-2.025, -1.005, 0.769], [-2.468, 1.500, 1.817], [-1.610, 2.243, 1.133], [-0.734, 1.840, 0.331], [-1.710, 3.696, 1.355], [-2.469, 4.239, 2.390], [-2.480, 5.606, 2.588], [-1.744, 6.443, 1.760], [-0.993, 5.908, 0.723], [-0.981, 4.544, 0.517], [-5.310, -3.093, 2.225], [-4.888, -1.892, 1.003], [-5.974, -1.466, 2.328], [-3.029, -2.241, 2.624], [-4.115, -1.815, 3.961], [-5.145, 0.274, 3.990], [-4.381, 1.635, 3.142], [-3.089, 0.048, 5.422], [-3.796, 1.652, 5.564], [-2.358, 1.410, 4.562], [-3.024, 3.586, 3.043], [-3.054, 6.024, 3.401], [-1.754, 7.509, 1.923], [-0.410, 6.555, 0.084], [-0.407, 4.113, -0.290], [2.260, 0.852, -1.229], [3.010, 1.568, -2.310], [3.963, 0.275, -3.270], [3.449, -1.147, -3.096], [4.152, -1.871, -1.947], [3.660, -3.297, -1.767], [2.050, -3.383, -0.833], [1.584, -1.952, -0.719], [2.709, -3.752, 0.808], [3.352, -2.766, 1.534], [3.870, -3.078, 2.779], [3.716, -4.355, 3.298], [3.042, -5.326, 2.573], [2.540, -5.029, 1.317], [1.793, 1.913, -3.609], [0.748, 1.048, -3.868], [-0.113, 1.323, -4.917], [0.066, 2.468, -5.677], [1.100, 3.345, -5.391], [1.973, 3.067, -4.353], [4.991, 0.367, -2.921], [3.923, 0.594, -4.309], [3.606, -1.700, -4.026], [2.376, -1.133, -2.897], [3.985, -1.309, -1.028], [5.228, -1.893, -2.138], [4.374, -3.905, -1.217], [3.466, -3.776, -2.727], [3.429, -1.766, 1.144], [4.401, -2.320, 3.332], [4.122, -4.597, 4.268], [2.907, -6.317, 2.980], [2.024, -5.776, 0.737], [0.601, 0.176, -3.245], [-0.917, 0.641, -5.142], [-0.610, 2.682, -6.489], [1.228, 4.241, -5.979], [2.785, 3.737, -4.116], [-2.163, -3.687, -4.134], [-1.393, -3.796, -2.976], [-1.180, -2.695, -2.175], [-1.721, -1.439, -2.498], [-1.471, -0.270, -1.725], [-2.185, 0.886, -2.013], [-3.042, 0.966, -3.110], [-3.217, -0.127, -3.929], [-2.566, -1.346, -3.648], [-2.749, -2.487, -4.456], [-2.313, -4.550, -4.763], [-0.971, -4.752, -2.709], [-0.607, -2.784, -1.264], [-2.073, 1.770, -1.407], [-3.553, 1.896, -3.312], [-3.876, -0.073, -4.784], [-3.370, -2.405, -5.336], [3.431, 0.455, 3.377], [2.711, 0.145, 2.179], [1.176, 0.601, 1.960], [1.137, 2.111, 2.467], [1.820, 3.129, 1.746], [0.360, 0.059, 3.235], [0.161, -1.337, 3.400], [4.489, 0.413, 3.115], [3.205, -0.273, 4.160], [3.183, 1.449, 3.750], [2.901, 3.018, 1.845], [1.499, 4.074, 2.179], [1.550, 3.100, 0.692], [0.951, -1.757, 4.026], [0.161, -1.852, 2.434], [-0.801, -1.477, 3.897]],
  "lowdin_spin": [0.1234, -0.0001, 0.0021, 0.0083, 0.0010, 0.0004, 0.0100, 0.0728, 0.0021, -0.0002, 0.0011, -0.0001, 0.0000, 0.0000, 0.0000, 0.0001, 0.0000, 0.0000, -0.0004, 0.0001, 0.0011, 0.0004, 0.0004, 0.0000, 0.0000, 0.0000, 0.0000, 0.0000, 0.0000, 0.0000, 0.0000, 0.0000, 0.0049, 0.0017, 0.0007, 0.0001, 0.0000, -0.0001, -0.0003, 0.0033, 0.0000, 0.0000, 0.0000, 0.0000, 0.0000, 0.0001, 0.0001, 0.0006, 0.0020, -0.0001, 0.0005, -0.0002, 0.0000, 0.0001, 0.0000, 0.0001, 0.0000, 0.0000, 0.0000, 0.0000, 0.0000, 0.0000, 0.0000, 0.0000, 0.0000, -0.0003, 0.0016, 0.0000, 0.0000, 0.0000, 0.0068, 0.0422, 0.0256, 0.0339, 0.2091, 0.1330, 0.0193, 0.1706, 0.0053, 0.0568, -0.0009, 0.0019, 0.0005, 0.0050, -0.0015, 0.0072, 0.0021, 0.0015, 0.0066, 0.0214, 0.0067, 0.0004, 0.0042, 0.0023, 0.0001, 0.0001, 0.0001, 0.0001, 0.0000, 0.0002, 0.0003, 0.0012, 0.0002]
}